# 1
Below is a molecular structure, C27H33F5N2O7PdSSi at a distorted geometry, with properties calculated with the ωB97M-V functional and the def2-TZVPD basis.

Structure (XYZ):
```
77
C27H33F5N2O7PdSSi (the ωB97M-V functional and the def2-TZVPD basis)
Pd -0.09 -0.23 2.05
O -2.42 -2.97 8.05
C -1.69 -1.97 7.96
O -1.16 -1.27 8.85
C -1.39 -1.51 6.51
C -1.05 -0.19 6.25
C -0.80 0.21 4.95
N -0.85 -0.63 3.91
C -1.13 -1.92 4.16
C -1.43 -2.37 5.43
C -1.02 -2.88 2.97
O -1.47 -4.02 3.10
O -0.44 -2.40 1.93
H -0.97 0.51 7.07
H -0.54 1.24 4.73
H -1.69 -3.41 5.56
C 4.41 -0.36 1.78
C 3.36 -0.48 2.79
N 2.47 -0.50 3.52
H 5.13 -1.18 1.90
H 4.92 0.59 1.89
H 3.94 -0.41 0.80
C -1.18 2.69 -3.71
C -0.36 2.30 -2.49
C 1.03 2.91 -2.57
C -1.07 2.73 -1.21
O -0.27 0.88 -2.52
Si 0.67 -0.23 -1.73
S 1.28 0.15 0.21
O -0.07 -1.66 -2.03
C -1.43 -2.08 -1.93
C -1.38 -3.57 -1.59
C -2.10 -1.85 -3.28
C -2.16 -1.33 -0.83
O 2.10 -0.29 -2.58
C 2.45 -0.97 -3.77
C 3.78 -0.38 -4.21
C 2.61 -2.46 -3.49
C 1.39 -0.73 -4.86
H -1.34 3.77 -3.75
H -2.16 2.20 -3.68
H -0.67 2.37 -4.63
H 0.97 3.99 -2.69
H 1.57 2.49 -3.42
H 1.60 2.69 -1.66
H -1.10 3.82 -1.14
H -0.53 2.35 -0.35
H -2.09 2.35 -1.18
H -0.76 -4.09 -2.33
H -2.38 -4.00 -1.61
H -0.96 -3.71 -0.60
H -1.63 -2.47 -4.05
H -2.00 -0.80 -3.57
H -3.16 -2.11 -3.23
H -1.63 -1.42 0.12
H -3.16 -1.75 -0.69
H -2.27 -0.27 -1.08
H 4.51 -0.49 -3.41
H 3.67 0.69 -4.42
H 4.16 -0.88 -5.10
H 3.35 -2.61 -2.70
H 2.94 -2.99 -4.39
H 1.66 -2.89 -3.15
H 1.30 0.33 -5.06
H 0.42 -1.11 -4.54
H 1.68 -1.24 -5.78
F 1.44 2.49 2.89
C 0.15 2.71 2.56
C -0.66 1.66 2.16
C -1.96 2.01 1.83
F -2.85 1.08 1.43
C -2.43 3.31 1.89
F -3.70 3.60 1.55
C -1.59 4.33 2.28
F -2.03 5.60 2.33
C -0.28 4.02 2.62
F 0.55 5.01 3.00
```

Properties
orbital gap: 7.062 eV
E_LUMO: 3.88 eV
total charge: -2
energy above the lowest of the compared OMol25 structures with the same formula, charge and spin: 5.5 kcal per mole

Partial charges, Mulliken, in e:
1. Pd 0.021
2. O -0.718
3. C 0.368
4. O -0.736
5. C 0.444
6. C -1.074
7. C -0.017
8. N -0.145
9. C 0.480
10. C -0.789
11. C 0.290
12. O -0.746
13. O -0.712
14. H 0.468
15. H 0.369
16. H 0.576
17. C -0.476
18. C 0.431
19. N -0.438
20. H 0.326
21. H 0.265
22. H -0.088
23. C -2.008
24. C 2.091
25. C -1.544
26. C -1.576
27. O 0.346
28. Si -0.690
29. S -0.128
30. O 0.496
31. C 2.154
32. C -1.859
33. C -1.745
34. C -1.059
35. O -0.629
36. C 1.888
37. C -1.822
38. C -1.449
39. C -1.270
40. H 0.392
41. H 0.362
42. H 0.407
43. H 0.520
44. H 0.264
45. H 0.208
46. H 0.543
47. H -0.118
48. H 0.436
49. H 0.354
50. H 0.399
51. H 0.356
52. H 0.338
53. H 0.105
54. H 0.464
55. H -0.093
56. H 0.626
57. H 0.132
58. H 0.352
59. H 0.371
60. H 0.398
61. H 0.311
62. H 0.476
63. H 0.048
64. H 0.195
65. H 0.057
66. H 0.541
67. F -0.401
68. C 0.963
69. C -1.043
70. C 0.914
71. F -0.391
72. C 0.380
73. F -0.390
74. C 0.644
75. F -0.363
76. C 0.312
77. F -0.364


# 2
Below is a molecular structure, C18H19MnN6O6Se, with properties calculated with the ωB97M-V functional and the def2-TZVPD basis.

Structure (XYZ):
```
51
C18H19MnN6O6Se (the ωB97M-V functional and the def2-TZVPD basis)
Mn -0.63 -0.20 -0.33
C 0.07 0.95 3.70
C -0.07 0.84 2.22
N -0.36 -0.24 1.59
N -0.54 -1.43 2.24
C -0.72 -2.37 1.33
O -0.69 -2.18 0.06
C -0.95 -3.76 1.82
C -1.02 -4.80 0.90
C -1.24 -6.10 1.33
C -1.39 -6.36 2.68
C -1.32 -5.33 3.61
C -1.10 -4.03 3.18
C 0.09 1.99 1.33
C 0.35 3.28 1.76
C 0.45 4.29 0.82
C 0.29 3.99 -0.52
C 0.04 2.67 -0.89
N -0.04 1.70 0.01
H 0.09 -0.05 4.14
H -0.77 1.50 4.13
H 0.99 1.48 3.98
H -0.90 -4.57 -0.15
H -1.30 -6.90 0.61
H -1.57 -7.38 3.02
H -1.44 -5.53 4.66
H -1.04 -3.21 3.88
H 0.45 3.49 2.82
H 0.64 5.31 1.13
H 0.34 4.75 -1.29
H -0.12 2.38 -1.92
O -2.19 1.68 -3.02
Se -1.29 0.43 -3.59
O -0.16 0.88 -4.64
O -0.49 -0.17 -2.22
O -2.27 -0.75 -4.15
C -5.14 0.17 -2.77
N -4.43 0.36 -1.51
C -4.33 1.64 -0.84
C -3.22 1.37 0.16
O -2.87 2.13 1.04
N -2.67 0.13 -0.12
C -3.40 -0.40 -1.12
N -3.16 -1.60 -1.67
H -5.97 0.87 -2.80
H -5.53 -0.85 -2.82
H -4.47 0.35 -3.61
H -5.25 1.92 -0.35
H -3.99 2.41 -1.54
H -2.33 -2.03 -1.28
H -3.09 -1.55 -2.70
```

Properties
spin multiplicity: 2
orbital gap (spin up / spin down): 7.541 / 6.652 eV
E_LUMO (spin up / spin down): 2.23 / 2.38 eV
expectation value of S²: 1.2387
total charge: -1
energy above the lowest of the compared OMol25 structures with the same formula, charge and spin: 0.0 kcal per mole

Partial charges, Mulliken, in e:
1. Mn 0.049
2. C -1.638
3. C 1.076
4. N 0.951
5. N -1.274
6. C 0.671
7. O -1.024
8. C 0.471
9. C -0.439
10. C -0.678
11. C -0.332
12. C -0.658
13. C -0.198
14. C 0.487
15. C -0.738
16. C -0.469
17. C -0.834
18. C -0.064
19. N 0.156
20. H 0.397
21. H 0.301
22. H 0.379
23. H 0.428
24. H 0.381
25. H 0.366
26. H 0.369
27. H 0.430
28. H 0.377
29. H 0.394
30. H 0.445
31. H 0.422
32. O -0.629
33. Se 1.126
34. O -0.765
35. O -0.678
36. O -0.827
37. C -0.960
38. N 0.149
39. C -0.400
40. C 0.240
41. O -0.652
42. N 0.161
43. C -0.069
44. N -0.417
45. H 0.387
46. H 0.323
47. H 0.313
48. H 0.392
49. H 0.211
50. H 0.452
51. H 0.442


# 3
Below is 2 unconnected molecules or ions with the total composition H4O2Si2 at a distorted geometry, with properties calculated with the ωB97M-V functional and the def2-TZVPD basis.

Structure (XYZ):
```
8
H4O2Si2 (the ωB97M-V functional and the def2-TZVPD basis)
O -2.09 0.93 -0.11
O 2.79 -0.78 0.27
Si 2.09 0.57 0.03
Si -1.89 -0.58 0.00
H 1.27 1.35 1.05
H 2.34 1.37 -1.24
H -2.98 -1.18 0.89
H -1.54 -1.69 -0.89
```

Properties
orbital gap: 9.311 eV
E_LUMO: -1.51 eV
total charge: 0
SMILES string: O=[SiH2].O=[SiH2]
energy above the lowest of the compared OMol25 structures with the same formula, charge and spin: 124.6 kcal per mole

Partial charges, Mulliken, in e:
1. O -0.381
2. O -0.426
3. Si 0.486
4. Si 0.488
5. H -0.028
6. H -0.035
7. H -0.067
8. H -0.037


# 4
Below is a gas-phase ion, C4H10N3O3 (charge -1) at a distorted geometry, with properties calculated with the ωB97M-V functional and the def2-TZVPD basis.

Structure (XYZ):
```
20
C4H10N3O3 (the ωB97M-V functional and the def2-TZVPD basis)
C 1.40 -0.87 -1.67
C 0.87 0.51 -1.21
C -1.23 0.31 1.78
C -0.81 1.02 0.48
N 0.53 -1.41 0.56
N 1.66 -1.40 -0.24
N -0.37 0.15 -0.56
O 2.33 -2.53 -0.23
O 1.65 1.37 -0.53
O -0.09 2.26 0.73
H 0.55 -1.54 -1.99
H 2.27 -1.03 -2.29
H 0.37 0.93 -2.11
H -2.13 -0.33 1.66
H -0.34 -0.35 2.05
H -1.23 1.00 2.52
H -1.69 1.47 0.01
H -0.05 -2.21 0.30
H 0.92 1.97 0.40
H 2.24 -0.66 0.33
```

Properties
orbital gap (spin up / spin down): 7.840 / 7.949 eV
E_LUMO (spin up / spin down): 3.55 / 3.61 eV
total charge: -1
energy above the lowest of the compared OMol25 structures with the same formula, charge and spin: 85.4 kcal per mole

Partial charges, Mulliken, in e:
1. C -0.615
2. C 0.077
3. C -1.439
4. C 0.514
5. N -0.635
6. N 0.477
7. N -0.273
8. O -0.868
9. O -0.886
10. O -0.716
11. H 0.351
12. H 0.356
13. H 0.424
14. H 0.284
15. H 0.333
16. H 0.482
17. H 0.199
18. H 0.174
19. H 0.403
20. H 0.358


# 5
Below is a single C4H4ClISi molecule at a distorted geometry, with properties calculated with the ωB97M-V functional and the def2-TZVPD basis.

Structure (XYZ):
```
11
C4H4ClISi (the ωB97M-V functional and the def2-TZVPD basis)
C 1.54 -1.06 0.31
C 1.21 -2.33 0.47
C 0.12 -0.92 0.16
C -0.92 -0.01 -0.06
Si -0.60 1.82 -0.40
Cl -2.15 2.89 0.27
I -2.92 -0.78 -0.17
H 2.42 -0.45 0.28
H 1.15 -3.37 0.63
H -0.47 2.03 -1.84
H 0.61 2.19 0.34
```

Properties
orbital gap: 8.872 eV
E_LUMO: 0.42 eV
total charge: 0
SMILES string: Cl[SiH2]C(I)=C1C=C1
energy above the lowest of the compared OMol25 structures with the same formula, charge and spin: 50.3 kcal per mole

Partial charges, Mulliken, in e:
1. C -0.514
2. C -0.228
3. C -0.153
4. C 0.127
5. Si 0.487
6. Cl -0.221
7. I 0.019
8. H 0.306
9. H 0.428
10. H -0.108
11. H -0.143


# 6
Below is a molecular structure, H16O8 at a distorted geometry, with properties calculated with the ωB97M-V functional and the def2-TZVPD basis.

Structure (XYZ):
```
24
H16O8 (the ωB97M-V functional and the def2-TZVPD basis)
O 0.74 -3.01 -0.27
H -0.01 -2.48 -0.53
H 0.53 -3.90 -0.57
O 1.15 1.64 -0.59
H 1.82 1.87 -1.24
H 1.30 0.71 -0.41
O 2.08 -1.44 -0.48
H 1.35 -2.05 -0.41
H 2.85 -1.97 -0.27
O -1.44 0.70 -1.52
H -2.39 0.67 -1.59
H -1.27 1.44 -0.94
O -0.09 -0.22 0.10
H 0.39 -0.96 -0.27
H -0.22 0.38 -0.64
O -2.13 1.15 0.97
H -1.88 1.60 1.78
H -1.43 1.35 0.36
O -0.58 2.21 0.13
H -0.32 2.68 0.92
H 0.25 1.89 -0.24
O 0.01 -1.00 2.08
H -0.06 -0.84 1.14
H -0.65 -0.43 2.48
```

Properties
orbital gap: 9.498 eV
E_LUMO: 0.17 eV
total charge: 0
energy above the lowest of the compared OMol25 structures with the same formula, charge and spin: 285.1 kcal per mole

Partial charges, Mulliken, in e:
1. O -0.527
2. H 0.340
3. H 0.335
4. O -0.523
5. H 0.303
6. H 0.266
7. O -0.712
8. H 0.444
9. H 0.289
10. O -0.688
11. H 0.309
12. H 0.998
13. O -0.774
14. H -0.083
15. H 0.410
16. O -0.809
17. H 0.181
18. H -0.048
19. O -0.921
20. H 0.295
21. H 0.588
22. O -0.760
23. H 0.823
24. H 0.263


# 7
Below is a molecular structure, C11H18MgN4O2 at a distorted geometry, with properties calculated with the ωB97M-V functional and the def2-TZVPD basis.

Structure (XYZ):
```
36
C11H18MgN4O2 (the ωB97M-V functional and the def2-TZVPD basis)
Mg 0.87 0.77 -0.59
C -2.31 2.25 -3.02
C -1.59 1.35 -2.08
O -0.50 1.83 -1.58
N -2.10 0.14 -1.78
C -1.65 -0.77 -0.71
C -0.57 -1.67 -1.33
C -0.76 -2.97 -1.81
C 0.38 -3.74 -2.16
C 1.67 -3.35 -1.79
C 1.76 -2.08 -1.21
N 0.74 -1.26 -1.12
H -1.58 2.62 -3.77
H -2.64 3.14 -2.48
H -3.14 1.77 -3.54
H -3.00 0.01 -2.16
H -2.46 -1.31 -0.20
H -1.23 -0.08 0.06
H -1.75 -3.39 -1.92
H 0.22 -4.58 -2.82
H 2.55 -4.00 -1.89
H 2.71 -1.70 -0.86
C 0.64 2.36 4.61
N 0.65 1.12 3.82
C 0.45 -0.21 4.41
C 0.85 1.17 2.51
N 0.93 1.11 1.33
H 1.03 2.15 5.57
H -0.43 2.69 4.72
H 1.17 3.16 4.06
H 0.80 -0.23 5.42
H 0.96 -0.99 3.85
H -0.64 -0.41 4.43
O 2.42 1.51 -1.74
H 2.16 1.87 -2.64
H 3.38 1.70 -1.58
```

Properties
orbital gap: 9.923 eV
E_LUMO: -5.97 eV
total charge: +2
energy above the lowest of the compared OMol25 structures with the same formula, charge and spin: 2.5 kcal per mole

Partial charges, Mulliken, in e:
1. Mg 0.762
2. C -1.094
3. C 0.817
4. O -0.650
5. N -0.002
6. C -0.904
7. C 0.906
8. C -0.741
9. C -0.299
10. C -0.711
11. C 0.012
12. N -0.164
13. H 0.317
14. H 0.305
15. H 0.363
16. H 0.260
17. H 0.497
18. H 0.073
19. H 0.425
20. H 0.440
21. H 0.411
22. H 0.397
23. C -0.784
24. N 0.011
25. C -0.885
26. C 0.879
27. N -0.629
28. H 0.304
29. H 0.329
30. H 0.309
31. H 0.313
32. H 0.332
33. H 0.326
34. O -0.549
35. H 0.319
36. H 0.305


# 8
Below is a single C22H23N3O3 molecule, with properties calculated with the ωB97M-V functional and the def2-TZVPD basis.

Structure (XYZ):
```
51
C22H23N3O3 (the ωB97M-V functional and the def2-TZVPD basis)
N -9.09 0.79 0.75
C -7.98 0.61 0.54
C -6.61 0.38 0.28
C -5.74 1.46 0.10
C -4.41 1.23 -0.16
C -3.90 -0.07 -0.24
C -4.78 -1.14 -0.05
C -6.12 -0.92 0.20
H -6.79 -1.76 0.34
H -4.41 -2.15 -0.13
C -2.48 -0.31 -0.52
C -1.78 -1.31 0.14
C -0.44 -1.55 -0.12
C 0.21 -0.78 -1.08
C -0.48 0.23 -1.75
C -1.80 0.46 -1.47
H -2.33 1.24 -2.00
H 0.05 0.82 -2.48
O 1.53 -0.94 -1.44
C 2.28 -1.98 -0.87
H 1.75 -2.94 -0.93
C 2.71 -1.76 0.59
O 3.30 -2.63 1.20
N 2.40 -0.56 1.10
C 2.76 -0.16 2.44
H 3.44 -0.92 2.82
H 1.86 -0.15 3.07
C 3.41 1.23 2.47
H 3.53 1.53 3.51
H 2.75 1.94 1.98
C 4.78 1.28 1.79
N 4.73 1.01 0.37
C 3.91 1.64 -0.51
O 3.08 2.47 -0.23
C 4.19 1.08 -1.89
H 3.35 0.43 -2.16
C 5.50 0.31 -1.74
H 6.34 0.93 -2.05
H 5.52 -0.61 -2.33
C 5.60 0.02 -0.24
H 5.24 -0.99 0.01
H 6.62 0.13 0.14
H 4.24 1.88 -2.62
H 5.44 0.54 2.24
H 5.20 2.28 1.95
H 1.96 0.14 0.52
H 3.18 -2.06 -1.47
H 0.07 -2.32 0.43
H -2.28 -1.90 0.89
H -3.73 2.07 -0.28
H -6.12 2.47 0.17
```

Properties
orbital gap: 8.738 eV
E_LUMO: 0.10 eV
total charge: 0
SMILES string: N#Cc1ccc(-c2ccc(OCC(=O)NCCCN3CCCC3=O)cc2)cc1
energy above the lowest of the compared OMol25 structures with the same formula, charge and spin: 45.6 kcal per mole

Partial charges, Mulliken, in e:
1. N -0.512
2. C 0.056
3. C 0.519
4. C -0.753
5. C -0.499
6. C 0.312
7. C -0.451
8. C -0.770
9. H 0.446
10. H 0.505
11. C 0.336
12. C -1.059
13. C -0.028
14. C 0.447
15. C -0.646
16. C -0.565
17. H 0.497
18. H 0.462
19. O -0.451
20. C -0.679
21. H 0.423
22. C 0.592
23. O -0.702
24. N 0.178
25. C -0.848
26. H 0.432
27. H 0.290
28. C -0.692
29. H 0.396
30. H 0.384
31. C -0.891
32. N 0.131
33. C 0.350
34. O -0.690
35. C -0.192
36. H -0.065
37. C -0.804
38. H 0.321
39. H 0.376
40. C -0.385
41. H 0.152
42. H 0.460
43. H 0.432
44. H 0.467
45. H 0.343
46. H 0.203
47. H 0.334
48. H 0.374
49. H 0.492
50. H 0.524
51. H 0.448